*A*
C6H8N | ωB97M-V/def2-TZVPD

Element x y z (Å)
1 C 2.050 -1.297 -0.620
2 C 0.689 -1.257 -0.158
3 C -0.254 -1.798 0.452
4 C -1.468 -1.211 0.881
5 N -1.603 0.008 0.632
6 C -0.901 0.758 -0.160
7 C -0.672 2.116 0.157
8 H 2.540 -2.267 -0.355
9 H 2.674 -0.513 -0.045
10 H 2.121 -1.225 -1.705
11 H -2.413 -1.535 1.359
12 H -0.963 0.587 -1.203
13 H -0.147 2.154 1.109
14 H -1.608 2.827 0.215
15 H -0.047 2.655 -0.559

Summary:
- structure (SMILES) = CC#CC=[N+]=CC
- total charge = +1

***

*B*
C6H8N | ωB97M-V/def2-TZVPD

Element x y z (Å)
1 C 1.449 0.823 -0.590
2 C 2.340 -0.399 -0.361
3 C 0.471 0.277 0.201
4 C 1.447 -0.918 0.491
5 C -0.784 0.884 0.756
6 C -1.512 0.205 -0.397
7 N -2.245 -0.877 -0.302
8 H 1.734 1.663 -1.102
9 H 3.370 -0.438 -0.558
10 H -0.785 0.682 1.846
11 H -0.750 1.930 0.692
12 H -1.253 0.571 -1.396
13 H -2.500 -1.381 -1.063
14 H -2.545 -1.287 0.610
15 H 1.563 -1.734 1.175

Summary:
- total charge = +1

***

It is *A* that is the least stable of them.

***

*A*
C5H12NO | ωB97M-V/def2-TZVPD

Element x y z (Å)
1 N 0.624 1.980 1.864
2 C 0.155 1.536 0.572
3 C -1.183 0.765 0.348
4 C -1.282 0.036 -1.005
5 C -0.101 -0.825 -1.365
6 C 0.307 -1.673 -0.175
7 O 1.540 -2.299 -0.366
8 H 1.332 2.702 1.523
9 H -0.154 2.460 2.313
10 H 0.312 2.393 0.003
11 H 0.950 0.893 0.144
12 H -1.909 1.554 0.426
13 H -1.414 0.119 1.273
14 H -2.330 -0.496 -1.105
15 H -1.344 0.794 -1.830
16 H -0.286 -1.448 -2.351
17 H 0.794 -0.195 -1.612
18 H 0.400 -0.891 0.598
19 H -0.420 -2.381 0.248

Summary:
- structure (SMILES) = NCCCCC[O-]
- total charge = -1

***

*B*
C5H12NO | ωB97M-V/def2-TZVPD

Element x y z (Å)
1 C -0.827 -2.294 0.807
2 C -0.522 -1.152 -0.224
3 C -0.338 0.349 0.258
4 C 0.921 0.658 1.155
5 O 0.959 1.932 1.517
6 N -0.510 1.468 -0.763
7 C 0.710 1.613 -1.632
8 H -0.765 -3.228 0.320
9 H -0.266 -2.333 1.785
10 H -1.825 -2.365 1.235
11 H 0.240 -1.386 -0.978
12 H -1.417 -1.154 -1.026
13 H -1.344 0.446 0.817
14 H 0.840 -0.091 1.982
15 H 1.872 0.317 0.562
16 H -0.592 2.196 -0.173
17 H 1.493 0.830 -1.536
18 H 1.069 2.665 -1.432
19 H 0.303 1.526 -2.672

Summary:
- structure (SMILES) = CC[C@@H](C[O-])NC
- total charge = -1

***

*C*
C5H12NO | ωB97M-V/def2-TZVPD

Element x y z (Å)
1 C -0.044 -1.743 -1.731
2 C -0.191 -1.019 -0.376
3 N 0.100 0.384 -0.528
4 C 1.513 0.632 -0.155
5 C -0.765 1.302 0.215
6 C -0.767 0.973 1.894
7 O -0.322 2.002 2.594
8 H 0.942 -2.216 -1.862
9 H -0.285 -1.077 -2.555
10 H -0.663 -2.656 -1.817
11 H -1.225 -1.236 -0.066
12 H 0.387 -1.496 0.433
13 H 2.099 -0.247 -0.427
14 H 1.700 0.731 0.926
15 H 1.852 1.509 -0.693
16 H -0.559 2.364 0.138
17 H -1.801 1.054 -0.041
18 H -0.144 0.055 1.976
19 H -1.830 0.684 2.077

Summary:
- structure (SMILES) = CCN(C)CC[O-]
- total charge = -1

***

It is *A* that is the least stable of them.

***

*A*
C5H12NO | ωB97M-V/def2-TZVPD

Element x y z (Å)
1 C -0.526 1.462 0.138
2 N -0.772 2.129 -1.432
3 C -1.802 1.683 -0.605
4 O 1.300 -1.703 2.469
5 C -0.119 -0.002 0.378
6 C 0.733 -0.603 -0.746
7 C 0.767 -2.128 -0.622
8 H 0.203 1.865 -0.795
9 H -0.312 2.273 0.811
10 H 2.001 -1.097 2.736
11 H -2.458 2.407 -0.120
12 H -2.343 0.798 -0.939
13 H 0.379 -0.185 1.346
14 H -1.044 -0.589 0.436
15 H 1.756 -0.252 -0.591
16 H 0.400 -0.280 -1.735
17 H 1.021 -2.352 0.428
18 H -0.153 -2.595 -0.992
19 H 1.549 -2.542 -1.247

Summary:
- total charge = -1

***

*B*
C5H12NO | ωB97M-V/def2-TZVPD

Element x y z (Å)
1 C -1.164 2.462 -0.429
2 N 0.199 2.207 -0.880
3 C 0.426 0.765 -1.139
4 C 1.021 0.010 0.040
5 C 0.771 -1.506 -0.058
6 C -0.575 -1.921 0.629
7 O -0.444 -2.288 1.900
8 H -1.874 2.158 -1.203
9 H -1.418 1.934 0.501
10 H -1.289 3.540 -0.271
11 H 0.812 2.447 -0.105
12 H 1.050 0.674 -2.025
13 H -0.542 0.310 -1.377
14 H 2.093 0.233 0.122
15 H 0.482 0.324 0.945
16 H 1.587 -2.037 0.439
17 H 0.792 -1.808 -1.116
18 H -1.245 -1.007 0.482
19 H -1.047 -2.678 -0.059

Summary:
- structure (SMILES) = CNCCCC[O-]
- total charge = -1

***

It is *A* that is the least stable of them.

***

*A*
C5H12NO | ωB97M-V/def2-TZVPD

Element x y z (Å)
1 C 0.579 -2.225 0.361
2 C 0.500 -0.724 0.038
3 N 1.250 -0.362 -1.188
4 C -0.914 -0.314 -0.082
5 C -1.105 1.176 -0.377
6 C -0.283 2.047 0.637
7 O 1.020 2.065 0.317
8 H 0.522 -2.427 1.426
9 H 1.416 -2.669 -0.157
10 H -0.291 -2.728 -0.084
11 H 0.908 -0.090 0.835
12 H 2.211 -0.585 -0.978
13 H 1.196 0.665 -1.130
14 H -1.624 -0.664 0.674
15 H -1.345 -0.810 -0.981
16 H -0.627 1.451 -1.317
17 H -2.138 1.518 -0.293
18 H -0.505 1.628 1.659
19 H -0.770 3.047 0.640

Summary:
- structure (SMILES) = C[C@@H](N)CCC[O-]
- total charge = -1

***

*B*
C5H12NO | ωB97M-V/def2-TZVPD

Element x y z (Å)
1 C -0.313 -0.118 -2.542
2 C -0.896 -0.685 -1.268
3 C -0.949 0.347 -0.166
4 C 0.418 0.726 0.396
5 N 1.035 -0.443 1.117
6 C 1.097 -0.103 2.598
7 O -0.097 -0.007 3.137
8 H 0.090 0.894 -2.417
9 H 0.529 -0.702 -2.930
10 H -1.023 -0.064 -3.374
11 H -1.911 -1.056 -1.372
12 H -0.302 -1.523 -0.894
13 H -1.551 0.152 0.720
14 H -1.374 1.247 -0.653
15 H 1.146 1.029 -0.343
16 H 0.233 1.467 1.169
17 H 0.279 -1.122 1.178
18 H 1.765 0.812 2.626
19 H 1.823 -0.851 3.019

Summary:
- structure (SMILES) = CCCCNC[O-]
- total charge = -1

***

It is *B* that is the least stable of them.

***

*A*
C5H12NO | ωB97M-V/def2-TZVPD

Element x y z (Å)
1 C -1.770 -1.830 -1.027
2 C -0.721 -0.944 -1.734
3 C 0.617 -0.977 -1.037
4 C 0.580 -0.533 0.444
5 N -0.277 0.604 0.695
6 C 0.482 1.900 0.880
7 O 1.283 1.939 1.911
8 H -2.254 -1.276 -0.231
9 H -2.530 -2.208 -1.720
10 H -1.339 -2.705 -0.557
11 H -0.693 -1.174 -2.805
12 H -1.150 0.062 -1.712
13 H 1.321 -0.342 -1.586
14 H 1.058 -1.978 -1.054
15 H 0.331 -1.387 1.081
16 H 1.597 -0.226 0.689
17 H -0.824 0.484 1.536
18 H -0.344 2.661 0.893
19 H 0.951 2.033 -0.136

Summary:
- structure (SMILES) = CCCCNC[O-]
- total charge = -1

***

*B*
C5H12NO | ωB97M-V/def2-TZVPD

Element x y z (Å)
1 C -1.237 -0.885 -2.068
2 N -1.299 -0.299 -0.720
3 C -0.018 0.268 -0.195
4 C 1.264 -0.564 -0.490
5 C -0.256 0.468 1.303
6 C 0.765 1.404 2.051
7 O 2.031 1.381 1.649
8 H -1.491 -1.958 -1.987
9 H -0.371 -0.708 -2.699
10 H -2.151 -0.589 -2.611
11 H -1.513 -1.077 -0.106
12 H 0.205 1.177 -0.765
13 H 1.007 -1.585 -0.843
14 H 1.790 -0.688 0.453
15 H 1.924 -0.100 -1.218
16 H -1.323 0.683 1.427
17 H -0.159 -0.524 1.808
18 H 0.284 2.437 1.897
19 H 0.548 1.158 3.114

Summary:
- structure (SMILES) = CN[C@H](C)CC[O-]
- total charge = -1

***

It is *B* that is the least stable of them.

***

*A*
C5H12NO | ωB97M-V/def2-TZVPD

Element x y z (Å)
1 C 1.709 -1.365 1.363
2 C 0.424 -0.545 1.533
3 N 0.290 0.475 0.472
4 C -0.310 0.167 -0.782
5 C -0.028 1.396 -1.801
6 C -1.860 0.032 -0.621
7 O -2.351 -0.775 -1.561
8 H 2.484 -0.617 1.022
9 H 1.745 -2.171 0.553
10 H 2.026 -1.718 2.494
11 H 0.375 0.198 2.359
12 H -0.390 -1.289 1.644
13 H -0.041 1.354 0.964
14 H 0.219 -0.730 -1.110
15 H -0.570 0.993 -2.741
16 H -0.407 2.364 -1.612
17 H 1.027 1.584 -1.993
18 H -2.143 -0.454 0.394
19 H -2.199 1.100 -0.579

Summary:
- structure (SMILES) = CCN[C@H](C)C[O-]
- total charge = -1

***

*B*
C5H12NO | ωB97M-V/def2-TZVPD

Element x y z (Å)
1 C -0.412 1.234 1.772
2 C 0.035 0.614 0.434
3 C 1.319 1.292 -0.129
4 C 0.176 -0.905 0.572
5 N 0.023 -1.569 -0.715
6 C -0.872 -1.334 -1.989
7 O -2.138 -1.573 -1.826
8 H 0.095 0.855 2.677
9 H -0.267 2.322 1.756
10 H -1.465 1.055 1.980
11 H -0.740 0.724 -0.324
12 H 1.033 2.340 -0.247
13 H 1.384 0.894 -1.147
14 H 2.290 1.234 0.362
15 H -0.565 -1.236 1.285
16 H 1.165 -1.145 1.043
17 H -0.213 -2.531 -0.481
18 H -0.366 -1.970 -2.743
19 H -0.483 -0.301 -2.280

Summary:
- structure (SMILES) = CC(C)CNC[O-]
- total charge = -1

***

It is *A* that is the least stable of them.

***

*A*
C4H10O | ωB97M-V/def2-TZVPD

Element x y z (Å)
1 C -2.522 -1.287 0.113
2 C -2.168 -0.329 -0.742
3 C -0.772 0.238 -0.990
4 C 0.274 -0.862 -0.965
5 H -3.515 -1.515 0.464
6 H -1.737 -1.915 0.551
7 H -2.968 0.011 -1.404
8 H -0.835 0.672 -1.976
9 H -0.670 0.857 -0.094
10 H 0.037 -1.608 -1.739
11 H 1.253 -0.561 -1.319
12 H 0.320 -1.379 -0.008
13 O 4.000 1.791 2.056
14 H 3.327 1.879 1.371
15 H 3.582 2.259 2.795

Summary:
- structure (SMILES) = C=CCC.O
- total charge = 0

***

*B*
C4H10O | ωB97M-V/def2-TZVPD

Element x y z (Å)
1 C 0.685 3.269 -3.515
2 O 1.593 3.306 -2.736
3 H 0.791 3.778 -4.492
4 H -0.260 2.746 -3.280
5 C 0.434 -1.455 0.191
6 C -0.509 -1.658 1.369
7 C -0.716 -0.453 2.296
8 H 1.444 -1.742 0.479
9 H 0.444 -0.483 -0.288
10 H 0.203 -2.210 -0.574
11 H -0.213 -2.530 1.938
12 H -1.493 -1.954 0.995
13 H -1.462 -0.730 3.039
14 H 0.213 -0.260 2.819
15 H -1.154 0.377 1.757

Summary:
- structure (SMILES) = C=O.CCC
- total charge = 0

***

*C*
C4H10O | ωB97M-V/def2-TZVPD

Element x y z (Å)
1 H -2.611 0.432 -0.761
2 H -2.307 -0.248 -0.736
3 C 1.432 -1.587 0.259
4 C 0.231 -1.273 -0.594
5 O -0.859 -1.749 -0.378
6 H 2.210 -0.823 0.190
7 H 1.118 -1.722 1.298
8 H 1.849 -2.537 -0.094
9 H 0.402 -0.615 -1.471
10 C -0.807 1.969 0.173
11 C 0.322 1.413 0.594
12 H -0.890 2.428 -0.809
13 H -1.703 1.973 0.786
14 H 1.219 1.411 -0.022
15 H 0.394 0.929 1.565

Summary:
- structure (SMILES) = [H][H].CC=O.C=C
- total charge = 0

***

It is *C* that is the least stable of them.

***

*A*
C2H3ClO2 | ωB97M-V/def2-TZVPD

Element x y z (Å)
1 C 0.441 -1.123 -0.057
2 C -0.808 -0.645 -0.191
3 O 0.738 1.661 0.050
4 O -0.455 1.278 -0.420
5 Cl -2.435 -0.721 -0.289
6 H 0.602 -2.230 0.027
7 H 1.217 -0.356 -0.057
8 H 0.699 2.136 0.937

Summary:
- total charge = 0

***

*B*
C2H3ClO2 | ωB97M-V/def2-TZVPD

Element x y z (Å)
1 O 1.435 0.353 0.829
2 C 0.049 -0.314 0.305
3 Cl -0.351 -1.698 1.236
4 C -0.755 0.538 -0.507
5 O 0.094 -0.393 -1.063
6 H 2.037 -0.305 0.537
7 H -1.735 0.245 -0.751
8 H -0.773 1.575 -0.585

Summary:
- structure (SMILES) = O[C@@]1(Cl)CO1
- total charge = 0

***

It is *A* that is the least stable of them.

***

*A*
C2H3ClO2 | ωB97M-V/def2-TZVPD

Element x y z (Å)
1 C 0.804 0.549 0.388
2 C -0.426 -0.678 -0.383
3 O 0.423 0.223 -0.946
4 O 0.146 -0.594 0.877
5 Cl -2.246 0.212 -0.120
6 H 1.894 0.579 0.427
7 H 0.166 1.343 0.600
8 H -0.762 -1.634 -0.845

Summary:
- total charge = 0

***

*B*
C2H3ClO2 | ωB97M-V/def2-TZVPD

Element x y z (Å)
1 C -1.080 0.052 -0.060
2 C 0.426 -0.322 -0.006
3 O 0.763 -1.444 -0.042
4 O 1.263 0.837 0.090
5 Cl 2.915 0.452 -0.005
6 H -1.183 0.766 -0.762
7 H -1.733 -0.838 -0.233
8 H -1.370 0.498 1.017

Summary:
- structure (SMILES) = CC(=O)OCl
- total charge = 0

***

*C*
C2H3ClO2 | ωB97M-V/def2-TZVPD

Element x y z (Å)
1 C -1.730 0.373 -0.300
2 C 0.049 0.242 0.179
3 Cl 1.042 1.647 0.089
4 O 0.501 -0.956 0.279
5 O 1.935 -1.303 -0.166
6 H -2.191 1.275 0.181
7 H -2.201 -0.576 -0.464
8 H 2.595 -0.701 0.202

Summary:
- structure (SMILES) = C=C(Cl)OO
- total charge = 0

***

*D*
C2H3ClO2 | ωB97M-V/def2-TZVPD

Element x y z (Å)
1 C 0.579 -0.296 -0.830
2 C -0.710 -0.087 0.520
3 O -0.625 0.490 -0.689
4 O 0.342 -0.891 0.416
5 Cl -0.112 1.704 1.948
6 H 0.364 -0.979 -1.688
7 H 1.597 0.150 -0.967
8 H -1.434 -0.092 1.290

Summary:
- total charge = 0

***

It is *C* that is the least stable of them.

***

*A*
C3H7ClO | ωB97M-V/def2-TZVPD

Element x y z (Å)
1 C 1.510 -0.943 0.158
2 C -0.178 0.496 -0.576
3 C -1.486 0.485 0.223
4 H 2.424 -0.077 0.140
5 H 1.360 -0.539 1.709
6 H 1.757 -1.945 -0.350
7 H -0.129 1.154 -1.630
8 H 0.590 1.310 -0.109
9 H -1.533 -0.094 1.254
10 H -1.988 1.644 0.197
11 O 0.458 -0.699 -0.772
12 Cl -2.784 -0.790 -0.244

Summary:
- total charge = 0

***

*B*
C3H7ClO | ωB97M-V/def2-TZVPD

Element x y z (Å)
1 C 1.548 -0.674 0.235
2 C -0.160 0.505 -0.600
3 C -1.305 0.476 0.268
4 H 1.512 0.282 1.003
5 H 1.033 -2.138 0.604
6 H 2.916 -0.870 -0.252
7 H -0.873 0.734 -1.378
8 H 0.479 1.410 -0.685
9 H -1.485 0.367 1.556
10 H -1.895 1.281 0.232
11 O 0.591 -0.611 -0.743
12 Cl -2.361 -0.761 -0.241

Summary:
- total charge = 0

***

It is *B* that is the least stable of them.

***

*A*
C4H10O2 | ωB97M-V/def2-TZVPD

Element x y z (Å)
1 C 2.218 0.249 0.624
2 O 2.142 -0.235 -0.689
3 C 0.810 -0.610 -0.900
4 C -0.353 0.451 -0.474
5 O -1.282 -0.397 0.155
6 C -2.567 0.121 0.348
7 H 3.151 0.792 0.753
8 H 1.363 0.909 0.733
9 H 2.100 -0.551 1.370
10 H 0.776 -0.925 -1.957
11 H 0.568 -1.496 -0.290
12 H -0.208 1.327 0.212
13 H -0.745 0.937 -1.376
14 H -2.607 0.930 1.098
15 H -2.984 0.497 -0.597
16 H -3.169 -0.718 0.705

Summary:
- structure (SMILES) = COCCOC
- total charge = 0

***

*B*
C4H10O2 | ωB97M-V/def2-TZVPD

Element x y z (Å)
1 C 1.583 -0.047 -0.486
2 C 0.158 -0.267 0.025
3 C -0.684 -0.953 -1.066
4 O 0.134 -1.059 1.208
5 C -0.411 1.083 0.479
6 O -1.545 0.842 1.299
7 H 2.261 0.265 0.315
8 H 1.966 -0.970 -0.925
9 H 1.649 0.731 -1.269
10 H -0.664 -0.380 -2.001
11 H -0.275 -1.952 -1.265
12 H -1.731 -1.082 -0.766
13 H -0.689 -0.764 1.628
14 H 0.370 1.579 1.060
15 H -0.606 1.689 -0.420
16 H -1.466 1.300 2.153

Summary:
- structure (SMILES) = CC(C)(O)CO
- total charge = 0

***

It is *A* that is the least stable of them.

***

*A*
C4H10O2 | ωB97M-V/def2-TZVPD

Element x y z (Å)
1 H -1.533 0.702 0.386
2 H -1.397 0.529 1.099
3 C 1.437 0.621 0.121
4 C 0.415 0.461 -0.719
5 O 0.110 -0.740 -1.248
6 C -1.075 -0.795 -2.023
7 H 2.125 -0.197 0.294
8 H 1.650 1.595 0.538
9 H -0.204 1.300 -1.035
10 H -1.102 0.013 -2.765
11 H -1.058 -1.756 -2.538
12 H -1.967 -0.734 -1.387
13 C 0.655 -0.243 2.292
14 O -0.412 0.226 2.619
15 H 0.753 -1.221 1.787
16 H 1.604 0.239 2.581

Summary:
- structure (SMILES) = [H][H].C=COC.C=O
- total charge = 0

***

*B*
C4H10O2 | ωB97M-V/def2-TZVPD

Element x y z (Å)
1 C -1.335 -1.074 0.621
2 C -0.175 -0.449 0.444
3 C 0.903 -1.043 -0.427
4 O 1.480 -0.023 -1.242
5 C 0.160 0.847 1.151
6 O 0.337 1.936 0.267
7 H -1.573 -2.004 0.108
8 H -2.094 -0.677 1.291
9 H 0.484 -1.845 -1.051
10 H 1.680 -1.482 0.218
11 H 2.316 -0.348 -1.594
12 H -0.660 1.119 1.823
13 H 1.062 0.696 1.771
14 H 0.939 1.621 -0.427
15 H -2.048 1.229 -1.676
16 H -1.477 1.497 -1.278

Summary:
- structure (SMILES) = C=C(CO)CO.[H][H]
- total charge = 0

***

*C*
C4H10O2 | ωB97M-V/def2-TZVPD

Element x y z (Å)
1 C -2.181 -0.765 -0.156
2 C -1.266 0.379 0.251
3 C 0.192 0.110 -0.248
4 O 0.350 -0.194 -1.496
5 C 1.161 0.955 0.412
6 O 2.840 -0.521 -0.768
7 H -3.230 -0.506 0.017
8 H -2.039 -0.985 -1.216
9 H -1.958 -1.672 0.415
10 H -1.580 1.307 -0.239
11 H -1.295 0.552 1.334
12 H 0.520 -0.761 0.458
13 H 2.005 -0.540 -1.314
14 H 1.222 0.987 1.498
15 H 1.885 1.561 -0.127
16 H 3.421 0.092 -1.232

Summary:
- total charge = 0

***

*D*
C4H10O2 | ωB97M-V/def2-TZVPD

Element x y z (Å)
1 C -1.994 0.341 -1.404
2 O -1.414 -0.698 -1.955
3 C -0.147 -0.939 -1.925
4 C -0.186 -0.339 1.032
5 O 0.869 0.451 0.527
6 C 1.820 0.730 1.522
7 H -3.052 0.399 -1.542
8 H -1.047 -0.354 0.333
9 H -1.401 1.225 -1.216
10 H 0.169 -1.870 -2.352
11 H 0.524 -0.168 -1.581
12 H -0.586 0.125 1.942
13 H 0.191 -1.341 1.287
14 H 1.378 1.273 2.374
15 H 2.295 -0.190 1.898
16 H 2.582 1.358 1.061

Summary:
- total charge = 0

***

It is *D* that is the least stable of them.